C20H31Br3ClIN3O6S2 | ωB97M-V with the def2-TZVPD basis set

The geometry in XYZ format:
```
67
Properties=species:S:1:pos:R:3:forces:R:3:nbo_charge:R:1
H 3.62792 2.56452 5.62145 -0.0541 0.1677 0.0554 0.2495
N -1.29289 -0.07964 0.89679 -2.6614 -2.3021 -2.0466 -0.5352
H 0.74122 -4.90156 -8.08840 -0.1601 -0.0641 0.0596 0.2562
S -0.94879 -5.29801 -6.47979 0.0936 0.0088 -0.4065 2.3425
C -0.26629 -5.32092 -8.11885 0.0306 0.2186 0.0043 -0.8775
C -2.23097 -1.11542 0.33701 -3.0155 0.8268 -0.8423 0.7360
H -2.94502 -2.95453 -0.35478 1.2813 0.8065 0.6087 0.4638
H -4.04823 -0.82906 -0.87689 0.6953 0.3907 0.8224 0.4501
H 0.21821 0.30847 -3.14069 -1.3887 0.2459 2.3077 0.2661
Br -1.95007 4.29045 -0.54326 0.2890 -2.5653 0.8779 0.1238
H 0.31963 -3.12879 -3.88225 -0.1842 0.0601 0.0314 0.2256
C -3.44810 0.89632 0.36348 -2.9147 0.2445 -3.3528 -0.0226
H -1.48407 -2.03760 -5.27896 0.0907 -0.2134 -0.2953 0.1946
H -4.99653 3.02697 -2.93767 1.3159 -2.2011 1.9544 0.3151
C -1.46218 -3.11874 -5.10881 -0.3401 0.2947 0.7616 -0.0800
C 5.82500 5.92782 6.12894 0.7912 1.0599 -0.0918 -0.0801
H -2.67276 3.13277 2.03525 1.7387 -2.1779 -0.3552 0.3071
H 6.24586 7.98776 6.62952 -0.0404 -0.1492 0.0107 0.2208
C -1.86622 1.30080 0.72888 -3.0462 2.2251 0.0274 0.0340
H 6.03234 6.00674 5.05661 -0.1508 -0.1225 0.0706 0.1953
H 0.12804 -6.74679 -0.35368 0.0447 2.5594 -0.1449 0.2451
C 2.91016 3.31777 5.95172 0.1492 -0.0772 0.0979 -0.8822
C -0.73829 -3.39971 -3.80539 0.0658 -0.3100 0.0589 -0.6377
H 0.62565 -5.41993 -1.59622 -0.8474 -0.0708 2.6343 0.2454
H -1.78816 -5.31655 0.67645 1.3024 1.2541 -1.4291 0.2449
C -0.81601 1.88632 -1.80062 -1.8899 -0.0241 3.7712 -0.0208
H -0.22707 -6.35963 -8.45401 -0.0779 0.0987 0.2150 0.2630
C 5.42411 7.27046 6.71073 -0.2984 0.2276 -0.0324 -0.6409
H -1.73218 -4.72800 -1.16952 1.0180 -0.1708 2.2840 0.2146
C -0.42498 3.02321 2.35960 9.0592 0.2282 -0.4798 -0.0943
S 3.49321 4.92212 5.46287 0.2756 0.0730 0.7723 2.3492
C 0.96284 3.30331 2.38253 -9.2441 -2.0187 -0.5279 -0.2335
C 0.26700 -5.57366 -0.47206 0.2278 -0.8996 0.2746 -0.6520
C -0.35067 0.35371 -2.09195 1.5273 0.7712 -0.6423 -0.7087
H 1.94298 3.14950 5.47314 0.1152 0.1977 -0.0142 0.2533
H 1.13014 -5.26289 0.28708 -1.9069 -0.6206 -1.7520 0.2286
H 2.10877 3.63072 2.33743 -3.2151 -0.5838 0.3251 0.3232
H -0.91135 -4.73811 -8.77906 0.0683 -0.0786 0.1649 0.2564
H -1.19093 -2.83820 -2.98307 0.0123 0.0589 -0.1408 0.1880
C -4.10704 1.54275 -1.01504 -1.7363 5.9377 -7.1558 -0.1721
H -1.20445 -0.44154 -2.16153 1.4418 1.6663 0.4198 0.2201
C -0.81744 -3.17630 0.25788 -0.5795 -3.6324 0.8944 -0.0669
C -1.14169 -4.77257 -0.13312 0.6609 0.2453 -1.5438 -0.4350
H -2.50180 -3.46001 -5.06611 0.1072 -0.0925 -0.1383 0.1961
N -2.10580 -2.43965 0.01534 2.2180 2.2772 1.2954 -0.5808
H -2.22646 1.62919 3.06808 1.1122 1.1781 -2.1958 0.2809
O -0.04807 -6.01083 -5.60026 -0.9962 0.5052 -0.3820 -0.9225
Cl 0.61419 -2.69208 -0.80662 -1.5299 0.3893 1.4142 -0.0052
H 6.74759 5.59068 6.61213 -0.3043 -0.2731 -0.0533 0.1983
H 0.48605 0.09359 -1.28887 -2.0892 0.3298 -1.6414 0.2579
C -1.88225 2.24208 2.10623 0.9201 1.3483 1.0460 -0.5010
Br -0.40478 3.22200 -3.28827 -0.6067 -1.9175 1.9965 0.1009
H -0.57102 -3.21977 1.42564 -0.1776 0.7819 -2.8192 0.2609
Br -0.30852 -0.48093 2.43538 -0.1070 -0.0819 -0.5014 0.3693
O 3.87634 4.86785 4.06773 -0.3576 0.3203 0.7728 -0.9420
O -2.35806 -5.61927 -6.56284 1.1297 0.2488 0.5666 -0.9190
O 2.57235 5.91632 5.96936 0.7950 -0.7144 -0.8169 -0.9109
C -4.47250 2.28715 -2.17353 2.0912 -4.6117 8.6154 -0.1619
O 4.83841 4.93784 6.38200 -1.3180 -0.7915 -0.5938 -0.7099
H 2.79642 3.29839 7.03734 0.0445 0.0737 -0.1701 0.2597
I -5.00743 1.17421 1.87051 0.4940 0.2673 -0.1431 0.2584
N -3.62481 -0.60477 0.04986 6.1565 0.8010 1.4001 -0.6328
H 4.55987 7.68493 6.18324 0.1327 -0.0382 0.0577 0.2241
H -0.78196 -4.46339 -3.55311 0.0076 0.0875 -0.0345 0.2240
C -1.49646 2.29208 -0.50483 3.5331 -0.8557 -5.2061 -0.1262
O -0.78416 -3.69902 -6.21382 0.0636 -0.7981 -0.5809 -0.7107
H 5.14215 7.16908 7.76369 0.1380 -0.0187 -0.1391 0.2193
```
Forces are in eV/Å.

M in Da: 875.7
E in eV: -290394.9579
Total charge: +1

=====

C14H13ClF6IrO | ωB97M-V with the def2-TZVPD basis set

The geometry in XYZ format:
```
36
Properties=species:S:1:pos:R:3:forces:R:3:nbo_charge:R:1
C -3.17927 0.70960 -0.58090 -0.2585 1.0030 0.5473 -0.3305
C 3.29699 -1.19580 -1.67712 0.5373 1.9609 1.7716 -0.0896
C 2.97456 -1.12863 -3.06726 -0.3409 2.6495 -2.0658 -0.1845
H 2.72974 0.63104 -4.43954 -0.0545 -0.1091 0.2624 0.2060
C 2.91215 0.25023 -3.43863 0.0141 -2.6760 -0.2457 -0.3416
H -2.04585 1.43256 2.42902 0.5421 -0.0796 0.0407 0.2287
H -3.74332 -1.03154 -1.96306 0.0867 0.2908 0.3698 0.2306
F -2.87956 -1.04289 2.57573 1.0030 -0.1639 0.5845 -0.3364
H -1.69723 2.28932 0.17957 -0.4678 -0.4355 -0.7186 0.2320
C -1.88434 0.13612 -2.46646 -1.5983 1.6916 -0.9404 -0.3650
C -0.99764 1.23335 2.71436 -0.2791 -0.0889 -0.2440 -0.6560
H 2.84617 -1.97685 -3.73485 -0.0995 0.2511 0.2146 0.2110
H 3.72184 0.41916 -0.17997 -0.2455 -0.0882 -0.2736 0.2191
C -2.01284 1.56344 -0.59090 -1.8302 1.4555 -1.3628 -0.3768
C 0.89192 -0.38773 2.94285 -0.3186 -0.0905 -0.2538 0.9582
F -1.29867 -2.53338 2.80492 -0.2318 0.8040 0.3724 -0.3084
H 3.45533 -2.10569 -1.10230 -0.1936 0.3003 -0.1281 0.2173
F 1.69505 0.44112 2.21175 -0.3940 -0.4961 0.7954 -0.3350
C 3.20003 1.03288 -2.27977 0.2800 -0.9673 0.8642 -0.0761
H -0.30159 1.89765 2.17463 -0.4304 -0.2455 0.1983 0.2325
F 1.36630 -1.64418 2.76673 -0.3224 0.9239 0.4382 -0.3177
F 1.06481 -0.04566 4.25916 0.0567 -0.3104 -0.6449 -0.3512
H -4.02688 0.76542 0.11713 0.6901 -0.1774 -0.2222 0.2252
C -3.04145 -0.25877 -1.65403 -1.3053 0.9703 -1.4666 -0.4069
C -0.60159 -0.20749 2.40472 1.0342 -1.4684 -0.4024 0.1362
O -0.41077 -0.57598 1.10012 0.1741 0.6153 2.2740 -0.8023
H -0.45291 1.86668 -2.23433 -0.2692 -0.3232 0.3301 0.2302
F -1.66714 -1.08466 4.42469 -0.1956 -0.3265 -0.6075 -0.3477
Cl -0.00714 -2.31703 -1.20406 1.3285 -2.1956 -0.8108 -0.6137
C -1.61647 -1.25367 3.06780 0.4104 0.8189 -0.4869 0.9570
H 3.27731 2.11470 -2.24698 -0.0884 -0.1738 0.0384 0.1977
C 3.43528 0.13914 -1.19076 0.0618 -1.0986 -0.4051 -0.3724
H -1.58644 -0.32685 -3.38609 0.1984 0.0375 -0.2463 0.2366
Ir -1.24304 -0.47938 -0.68610 2.5124 -3.5554 2.5651 1.0052
C -1.29985 1.30202 -1.83595 0.1248 1.0215 -0.2281 -0.3338
H -0.87349 1.37175 3.78589 -0.1310 0.2761 0.0869 0.2222
```
Forces are in eV/Å.

Energy above the lowest of the compared OMol25 structures with the same formula, charge and spin in kcal per mole: 0.0
M in Da: 538.9
Multiplicity: 5
E in eV: -48439.2198
<S²>: 6.0310
Total charge: -1

=====

C5H12N2O | ωB97M-V with the def2-TZVPD basis set

The geometry in XYZ format:
```
20
Properties=species:S:1:pos:R:3:forces:R:3:nbo_charge:R:1
H 1.31726 1.63853 1.39145 -0.0069 -0.0077 0.0012 0.2374
H -0.54927 -1.45824 2.29102 -0.1364 0.0360 0.0113 0.1959
N -0.44313 0.14094 -2.13779 0.8952 -1.1009 0.0984 -0.8579
H -0.28336 2.22649 0.92943 -0.0527 -0.0719 0.0266 0.2160
C 0.48503 1.48030 0.70868 0.2209 -0.2196 -0.2312 -0.6767
H 1.01223 -2.12786 -0.12016 -0.1230 -0.0931 0.1040 0.1800
O -2.39292 1.22667 -1.48227 -0.4789 -0.2281 -0.1297 -0.5923
H 2.19920 -0.85524 0.15246 -0.0321 0.2576 0.1359 0.2000
H -1.39622 -1.20917 0.04832 -0.0808 0.0717 -0.0035 0.4327
C 1.39772 -1.18135 -0.50386 -0.1167 -0.1622 -1.0787 -1.1122
C -1.46761 0.47572 -1.41902 0.9613 0.4454 1.2575 0.8192
H -0.30150 0.52535 -3.05414 -0.4233 0.2854 -0.1689 0.4094
H 0.43897 -0.44217 -1.58959 -0.5560 0.3593 0.9080 0.4233
H -2.09651 0.22614 0.57843 0.1459 -0.2277 -0.0453 0.4265
H 0.70981 -0.23901 2.84979 0.0439 0.0579 0.0055 0.2166
H 1.88873 -1.43264 -1.45804 0.2382 -0.1919 -0.0864 0.1900
C -0.02476 -0.52814 2.11452 0.3486 0.0139 -0.9093 -0.5432
H 0.84130 1.64511 -0.30600 0.0102 -0.0440 -0.0028 0.2314
N -1.29493 -0.19628 0.10021 0.3995 0.2368 -1.0822 -0.6559
C -0.04004 0.08484 0.90657 -1.2570 0.5830 1.1896 0.2597
```
Forces are in eV/Å.

Energy above the lowest of the compared OMol25 structures with the same formula, charge and spin in kcal per mole: 115.6
M in Da: 116.2
E in eV: -10403.4112